16
Properties=species:S:1:pos:R:3:forces:R:3:nbo_charge:R:1 method="wB97M-V/def2-TZVPD" de_lowest_kj_mol=275.7 e_lumo_ev=0.98 smiles="C[C@H]1N/C1=C/CO" homo_lumo_gap_ev=10.0 e_tot_ev=-8866.3555 multiplicity=1 mol_weight_g_mol=99.13
C -2.16128 0.24321 -0.39102 -0.049 -0.030 -0.037 -0.63
C -1.17748 0.28289 0.75389 -0.094 0.287 -0.114 -0.10
N -0.86433 -0.97033 1.48968 -0.078 -0.319 0.039 -0.58
C 0.05845 -0.46071 0.58605 0.359 -0.074 -0.252 0.17
C 1.17903 -0.72017 -0.07460 -0.192 0.099 0.328 -0.31
C 1.89634 0.34773 -0.84382 -0.256 -0.146 -0.284 -0.08
O 2.98926 0.83174 -0.07688 0.036 0.204 0.270 -0.71
H -2.03036 1.11196 -1.04445 -0.040 -0.098 0.114 0.22
H -3.19546 0.23193 -0.03062 0.131 0.038 -0.036 0.21
H -1.98435 -0.65479 -0.99294 -0.074 0.121 0.062 0.21
H -1.22822 1.15764 1.40311 0.059 -0.184 -0.106 0.21
H -1.36681 -1.79873 1.18039 -0.011 0.105 -0.015 0.37
H 2.65780 0.92900 0.82784 0.189 0.024 -0.227 0.47
H 1.69805 -1.65953 0.09781 -0.028 0.080 0.012 0.21
H 2.33024 -0.03040 -1.77494 -0.074 0.004 0.136 0.18
H 1.19912 1.15856 -1.10950 0.123 -0.113 0.110 0.16

16
Properties=species:S:1:pos:R:3:forces:R:3:nbo_charge:R:1 method="wB97M-V/def2-TZVPD" de_lowest_kj_mol=442.9 e_lumo_ev="0.83 / 0.93" homo_lumo_gap_ev="7.7 / 7.6" e_tot_ev=-8864.6220 multiplicity=1 mol_weight_g_mol=99.13
O -2.43688 -1.34150 0.66210 0.005 0.037 0.306 -0.70
C -1.41205 -0.76092 -0.09517 0.051 0.026 -0.275 0.12
C -1.15392 0.77022 0.03449 -0.061 0.065 0.016 -0.48
C 0.30465 0.41272 0.07241 -0.546 -0.212 0.073 0.14
C 2.40049 0.66946 -0.81021 0.602 -0.158 -0.300 -0.33
N 1.42335 1.12667 -0.00148 0.022 0.522 0.271 -0.48
C 0.06440 -1.06188 0.26794 0.012 -0.084 -0.016 -0.47
H -2.28155 -1.10930 1.58658 -0.097 -0.096 -0.087 0.46
H -1.61181 -1.03913 -1.13323 0.003 0.097 0.125 0.18
H -1.57826 1.20312 0.95353 0.028 -0.058 -0.043 0.20
H -1.48984 1.37331 -0.81965 0.030 -0.053 0.186 0.21
H 2.07222 0.18034 -1.71445 0.154 -0.232 0.184 0.18
H 3.44329 0.71421 -0.53168 -0.042 0.236 -0.005 0.18
H 1.51451 2.01635 0.50037 -0.050 -0.253 -0.244 0.38
H 0.57861 -1.83217 -0.31182 -0.092 0.166 -0.017 0.22
H 0.16279 -1.32151 1.34027 -0.020 -0.002 -0.173 0.20

16
Properties=species:S:1:pos:R:3:forces:R:3:mulliken_charge:R:1 method="wB97M-V/def2-TZVPD" de_lowest_kj_mol=654.1 e_lumo_ev="-0.61 / 0.47" homo_lumo_gap_ev="6.2 / 9.0" e_tot_ev=-8862.4332 multiplicity=1 mol_weight_g_mol=99.13
C 0.09117 1.65107 0.47215 0.355 -0.048 -0.036 -1.43
C -0.06721 0.14349 0.67690 -1.028 -0.392 0.039 1.03
O -0.40148 -0.10027 2.03354 0.697 -0.242 0.467 -0.60
C -1.19026 -0.54418 -0.08943 -1.412 1.738 -0.338 -0.53
N -0.68143 -1.41496 -0.98410 0.876 -2.006 -1.299 -0.45
C 0.66612 -0.86644 -1.29060 -0.633 -0.736 -0.403 -0.28
C 1.05905 -0.71709 0.12691 0.841 1.835 -0.457 -0.76
H 0.26741 1.89365 -0.58277 -0.073 -0.084 0.217 0.32
H 0.95404 1.98417 1.05444 -0.071 0.014 -0.037 0.35
H -0.78504 2.21122 0.81795 0.086 -0.303 -0.059 0.37
H -0.05125 -0.99323 2.17745 -0.222 0.198 0.358 0.39
H -1.54080 -0.50419 -1.35694 -0.029 0.520 0.605 0.36
H -2.14999 -0.75117 0.38424 0.298 -0.105 0.123 0.43
H 0.50333 0.05000 -1.92464 0.403 -0.108 0.485 0.18
H 1.23568 -1.57794 -1.89037 -0.006 0.042 0.175 0.28
H 2.09067 -0.46410 0.37529 -0.082 -0.324 0.159 0.34

16
Properties=species:S:1:pos:R:3:forces:R:3:nbo_charge:R:1 method="wB97M-V/def2-TZVPD" de_lowest_kj_mol=353.4 e_lumo_ev=0.45 homo_lumo_gap_ev=8.8 e_tot_ev=-8865.5495 multiplicity=1 mol_weight_g_mol=99.13
C 1.23787 0.92451 0.12123 0.210 0.422 0.188 -0.64
C -0.23862 -0.15813 0.13495 -0.266 -0.193 0.081 0.24
C 0.06941 -1.33349 0.99671 -0.028 -0.080 -0.050 -0.67
C -0.35927 1.12468 0.67195 0.202 -0.009 -0.099 -0.34
N -1.89285 -0.11355 -1.40938 0.173 -0.167 -0.337 -0.83
C -0.62205 -0.37565 -1.32915 -0.081 -0.055 0.052 0.51
O 0.29732 -0.75187 -2.09163 -0.221 0.012 0.097 -0.74
H 1.45450 0.19613 -0.71143 -0.389 0.145 0.371 0.36
H 1.92030 0.75058 0.94985 -0.204 0.136 -0.027 0.24
H 1.37009 1.87812 -0.38167 0.080 0.031 0.046 0.28
H 0.44724 -1.05892 1.98742 -0.069 0.004 -0.193 0.21
H 0.76391 -2.00593 0.49036 -0.108 0.010 0.042 0.25
H -0.88919 -1.84804 1.11447 0.101 -0.059 0.012 0.27
H -0.47860 1.25780 1.75069 0.503 -0.021 -0.258 0.23
H -0.86328 1.86331 0.05240 0.167 -0.167 0.095 0.26
H -2.21680 -0.34954 -2.34677 -0.070 -0.008 -0.021 0.35

16
Properties=species:S:1:pos:R:3:forces:R:3:nbo_charge:R:1 method="wB97M-V/def2-TZVPD" de_lowest_kj_mol=108.2 e_lumo_ev=0.56 smiles=CC(C)(C#N)CO homo_lumo_gap_ev=11.5 e_tot_ev=-8868.0913 multiplicity=1 mol_weight_g_mol=99.13
C -0.75278 -0.69880 1.11670 -0.104 -0.046 0.108 -0.59
C 0.16512 -0.32973 -0.06453 0.148 0.154 -0.107 -0.18
C 1.42817 0.37197 0.47172 0.046 -0.002 0.048 -0.59
C -0.52433 0.61408 -1.07479 0.051 -0.338 -0.146 -0.04
O -0.90622 1.76894 -0.35575 -0.185 0.216 -0.103 -0.73
C 0.44544 -1.62260 -0.72194 0.014 -0.973 -0.284 0.29
N 0.50487 -2.71283 -1.10893 0.159 1.196 0.197 -0.33
H -1.22131 0.20519 1.51233 0.101 -0.142 0.015 0.23
H -1.52529 -1.41761 0.81800 0.111 0.258 0.011 0.22
H -0.14239 -1.17654 1.89289 -0.201 0.138 -0.100 0.22
H 2.03071 -0.30566 1.08298 -0.114 0.062 -0.084 0.22
H 1.09448 1.20694 1.09545 0.114 -0.133 -0.085 0.23
H 2.06117 0.78397 -0.32382 -0.188 -0.202 0.069 0.22
H 0.18265 0.87342 -1.88174 -0.113 -0.154 0.222 0.17
H -1.38886 0.11530 -1.53400 0.061 0.034 0.144 0.18
H -1.45144 2.32396 -0.92458 0.100 -0.069 0.096 0.48

16
Properties=species:S:1:pos:R:3:forces:R:3:nbo_charge:R:1 method="wB97M-V/def2-TZVPD" de_lowest_kj_mol=249.5 e_lumo_ev=0.95 smiles=O[C@H]1C[C@]2(CN2)C1 homo_lumo_gap_ev=10.5 e_tot_ev=-8866.6263 multiplicity=1 mol_weight_g_mol=99.13
O 1.07752 0.63163 -2.42820 0.258 -0.111 0.000 -0.70
C 0.19043 0.53511 -1.34935 -0.252 0.081 0.092 0.11
C -0.20772 -0.86207 -0.82666 -0.085 -0.149 -0.050 -0.43
C -0.17101 -0.26317 0.57276 -0.054 0.027 -0.061 0.07
C -1.26233 -0.21391 1.56175 -0.291 0.138 0.001 -0.25
N -0.05343 -1.01361 1.80254 0.211 -0.052 0.179 -0.58
C 0.66234 0.91436 0.07726 0.102 0.096 0.035 -0.44
H 1.81126 0.02596 -2.26045 -0.074 0.128 -0.084 0.46
H -0.68770 1.12443 -1.62430 0.070 -0.094 0.005 0.18
H 0.61315 -1.57918 -0.96109 -0.087 0.105 0.024 0.21
H -1.13776 -1.30957 -1.18697 0.119 0.077 0.062 0.22
H -2.17076 -0.79234 1.40214 0.170 0.085 0.023 0.20
H -1.39826 0.70749 2.12619 0.037 -0.140 -0.085 0.19
H 0.56185 -0.53648 2.45759 -0.068 -0.053 -0.092 0.35
H 0.43774 1.91902 0.44799 0.028 -0.157 -0.044 0.21
H 1.73468 0.71233 0.18880 -0.085 0.020 -0.004 0.20